Version P
{"formula": "C5H6N2S", "method": "wB97M-V/def2-TZVPD", "elements": ["C", "H", "H", "H", "C", "C", "S", "H", "C", "H", "N", "C", "N", "H"], "positions_angstrom": [[3.163, 0.290, 0.628], [-1.526, 2.233, -0.495], [-2.099, -1.061, 1.138], [1.568, -2.133, -0.842], [1.221, -1.175, -0.392], [-1.627, 1.194, -0.242], [-3.198, -0.786, 0.394], [0.397, 1.238, 0.270], [-0.031, -0.652, -0.472], [-0.858, -1.128, -0.963], [-2.823, 0.765, -0.154], [2.294, -0.362, 0.114], [-0.387, 0.628, -0.035], [3.905, 0.950, 1.050]], "molar_mass_g_mol": 126.184, "charge": 0, "gap_ev": 9.1}



Version Q
{"formula": "C5H6N2S", "method": "wB97M-V/def2-TZVPD", "elements": ["C", "C", "H", "C", "S", "N", "H", "H", "H", "N", "H", "H", "C", "C"], "positions_angstrom": [[-1.156, -0.770, 0.170], [-1.620, 0.739, -0.092], [-1.832, -1.380, -0.610], [0.771, 0.637, -0.028], [2.440, 0.817, -0.035], [-0.251, 1.523, 0.181], [-1.458, -1.187, 1.224], [-2.327, 1.014, 0.706], [3.400, -1.492, -0.304], [1.385, -1.619, -0.019], [-2.022, 0.900, -1.018], [-0.198, 2.479, -0.170], [0.347, -0.718, 0.052], [2.521, -0.944, -0.056]], "molar_mass_g_mol": 126.184, "charge": 0, "gap_ev": 8.1}



Energy above the most stable structure, in kJ/mol: version P 168.4; version Q 0.0